Record 1
A structure of composition C38H43BrIInN3O3, computed with ωB97M-V/def2-TZVPD.

Cartesian coordinates (Å):
In  -1.0781  -1.3751  0.3024
C  -2.3375  -4.2395  -2.5104
C  -1.1984  -3.5258  -3.1678
C  -1.1604  -3.3817  -4.5472
C  -0.0832  -2.7720  -5.1639
C  0.9848  -2.3342  -4.4003
C  0.9684  -2.4470  -3.0185
C  2.1489  -2.0458  -2.1850
C  -0.1543  -3.0046  -2.3956
N  -0.2231  -3.0607  -0.9864
C  -0.0363  -4.2476  -0.4188
O  0.2554  -5.3059  -0.9816
C  -0.1828  -4.2333  1.0795
C  0.2445  -5.3001  1.8630
C  0.0699  -5.2207  3.2363
C  -0.5304  -4.0955  3.7761
C  -0.9385  -3.0781  2.9189
N  -0.7642  -3.1753  1.6151
C  -1.6797  -1.8805  3.4519
O  -1.9692  -1.8642  4.6515
N  -1.9590  -0.9577  2.5382
C  -2.8589  0.0444  2.9278
C  -4.1634  -0.2798  3.3407
C  -4.6475  -1.6992  3.3482
C  -5.0231  0.7300  3.7464
C  -4.6288  2.0555  3.7401
C  -3.3508  2.3734  3.3153
C  -2.4635  1.3895  2.9125
C  -1.0804  1.7499  2.4657
H  -3.1440  -4.4051  -3.2203
H  -2.7165  -3.6726  -1.6597
H  -1.9864  -5.1990  -2.1253
H  -1.9869  -3.7527  -5.1380
H  -0.0739  -2.6438  -6.2378
H  1.8523  -1.9124  -4.8897
H  2.9123  -1.5597  -2.7864
H  2.5780  -2.9317  -1.7072
H  1.8536  -1.3614  -1.3940
H  0.6945  -6.1552  1.3816
H  0.3960  -6.0289  3.8768
H  -0.6974  -3.9720  4.8360
H  -4.2625  -2.2424  2.4828
H  -5.7370  -1.7315  3.3366
H  -4.2882  -2.2082  4.2450
H  -6.0214  0.4689  4.0748
H  -5.3080  2.8329  4.0645
H  -3.0287  3.4062  3.3080
H  -0.8918  2.8138  2.6013
H  -0.9587  1.5104  1.4065
H  -0.3377  1.1852  3.0309
C  4.3943  3.6537  2.3062
C  4.0453  3.8272  0.8233
C  3.5693  5.2743  0.6287
C  5.3106  3.5821  -0.0142
C  2.9738  2.8377  0.3814
C  2.7112  1.6741  1.0828
C  1.7379  0.8048  0.6308
Br  1.4542  -0.8353  1.6273
C  0.9406  1.0111  -0.5033
O  -0.0553  0.2406  -0.8096
C  1.3168  2.1415  -1.2949
C  2.2765  3.0109  -0.8159
C  0.6777  2.3361  -2.6649
C  -0.8236  2.5969  -2.5014
C  1.2885  3.5052  -3.4462
C  0.8912  1.0631  -3.4938
H  5.0571  4.4575  2.6256
H  4.9033  2.7099  2.4812
H  3.4916  3.6838  2.9119
H  4.2842  5.9621  1.0769
H  2.6042  5.4231  1.1085
H  3.4767  5.5413  -0.4202
H  6.0991  4.2789  0.2663
H  5.1042  3.7059  -1.0752
H  5.6706  2.5683  0.1483
H  3.2426  1.4075  1.9777
H  2.5040  3.8815  -1.4093
H  -1.0024  3.5166  -1.9438
H  -1.2861  1.7709  -1.9736
H  -1.2959  2.6852  -3.4780
H  1.0669  4.4569  -2.9669
H  0.8518  3.5255  -4.4424
H  2.3650  3.3905  -3.5561
H  0.4034  0.2171  -3.0223
H  1.9544  0.8482  -3.5985
H  0.4639  1.1768  -4.4877
I  -3.2543  -0.5343  -2.5297
C  -3.1309  -0.9110  -0.4280
H  -3.8144  -1.7293  -0.2226
H  -3.4758  -0.0162  0.0812

Cartesian forces (eV/Å) of the 6 atoms listed first:
In -0.886 0.376 -0.689
C 0.084 -0.036 0.083
C 0.004 0.101 0.080
C 0.068 0.004 0.053
C -0.016 0.010 -0.058
C 0.021 -0.022 -0.086

Calculated values
LUMO level in hartree: 0.0861
HOMO level in Ha: -0.195
Net charge: -1
Gap between HOMO and LUMO in eV: 7.7

Atomic partial charges in e from the Mulliken method, atoms 1 to 2:
1 In 1.74
2 C -1.26



Record 2
A structure of composition C38H43ClErN2O3Si, computed with ωB97M-V/def2-TZVPD.

Cartesian coordinates (Å):
Er  -1.5874  -0.2824  -0.8698
Cl  -3.4407  1.0306  0.1952
N  -0.1833  2.1897  -1.5004
N  -0.5753  -2.4563  -1.2277
C  -1.0370  2.9107  -2.1987
C  -1.0748  -3.1788  -2.2061
C  0.9689  3.0997  -1.2355
C  0.3525  4.4914  -1.4282
C  2.0728  2.8695  -2.2700
C  1.4617  2.8557  0.1712
H  1.7279  3.0988  -3.2888
H  2.3919  1.8200  -2.2411
H  2.9594  3.4932  -2.0702
H  0.6194  2.9544  0.8607
H  2.2407  3.5713  0.4657
H  1.8561  1.8390  0.2514
C  0.4932  -3.2654  -0.5764
C  0.4822  -4.5665  -1.3764
C  0.1055  -3.5161  0.8643
C  1.8233  -2.5441  -0.6811
H  2.0677  -2.3636  -1.7369
H  2.6255  -3.1463  -0.2278
H  1.7659  -1.5832  -0.1590
H  -0.8535  -4.0509  0.9057
H  -0.0173  -2.5658  1.3925
H  0.8738  -4.1077  1.3821
O  -0.5958  -4.3996  -2.3483
H  0.2469  -5.4626  -0.7862
H  1.4007  -4.7527  -1.9492
O  -0.8577  4.2255  -2.2075
H  0.9494  5.2245  -1.9950
H  0.0483  4.9593  -0.4765
C  -2.1099  2.2440  -3.0085
C  -2.0717  -2.6501  -3.1892
C  -1.4615  -1.3899  -3.8304
H  -2.9915  -2.4130  -2.5798
H  -2.3350  -3.4363  -3.9188
C  -1.4872  -0.2018  -3.1355
C  -1.4868  1.0392  -3.7323
H  -2.6109  -0.2576  0.8375
C  -0.7634  1.1111  -4.9315
C  -0.3418  -0.1098  -5.4984
C  -0.6387  2.4488  -5.5774
C  -0.7058  -1.3798  -5.0164
H  0.1527  -0.0614  -6.4616
C  -0.4853  -2.6833  -5.7144
H  0.0453  -2.4598  -6.6372
H  -1.4744  -3.1155  -5.9153
H  0.0712  -3.3919  -5.0796
H  -1.6385  2.8974  -5.5858
H  -0.2758  2.2538  -6.5816
H  0.0343  3.1084  -5.0093
H  -2.5895  2.9453  -3.7180
H  -2.8922  1.9535  -2.2517
O  -0.0803  -0.0337  0.6882
Si  0.1333  0.0725  2.2985
C  -0.1611  1.7896  2.9997
C  -1.3065  2.4922  2.6072
C  -1.5947  3.7517  3.1413
C  -0.7229  4.3262  4.0671
C  0.4238  3.6387  4.4613
C  0.7075  2.3779  3.9229
C  -1.0034  -1.1102  3.2262
C  -2.3740  -0.8350  3.2341
C  -3.2679  -1.7054  3.8643
C  -2.7949  -2.8595  4.5019
C  -1.4247  -3.1163  4.5403
C  -0.5327  -2.2415  3.9091
C  1.8393  -0.3592  2.9227
C  2.0462  -0.5453  4.3012
C  3.3203  -0.8521  4.7891
C  4.3891  -0.9566  3.8948
C  4.1914  -0.7377  2.5264
C  2.9185  -0.4175  2.0370
H  -1.9954  2.0489  1.8889
H  -2.5035  4.2678  2.8309
H  -0.9428  5.3131  4.4825
H  1.1113  4.0638  5.1889
H  1.6056  1.8497  4.2353
H  -2.7469  0.0730  2.7526
H  -4.3332  -1.4802  3.8655
H  -3.4939  -3.5513  4.9699
H  -1.0309  -3.9892  5.0610
H  0.5374  -2.4516  3.9667
H  1.2066  -0.4459  4.9987
H  3.4533  -1.0041  5.8604
H  5.3819  -1.2027  4.2690
H  5.0239  -0.8079  1.8257
H  2.7666  -0.2044  0.9741

Cartesian forces (eV/Å) of the 6 atoms listed first:
Er 1.663 0.684 3.747
Cl -2.549 3.993 -1.668
N -1.101 1.447 -1.998
N -0.609 -1.560 -1.767
C 1.705 -2.006 1.481
C 0.978 1.713 1.807

Calculated values
LUMO level (spin up / spin down) in hartree: 0.0900 / 0.0900
HOMO level (spin up / spin down) in Ha: -0.043 / -0.042
Net charge: -1
Multiplicity: 4
Expectation value of S²: 3.7545
Gap between HOMO and LUMO (spin up / spin down) in eV: 3.6 / 3.6

Atomic partial charges in e from the Mulliken method, atoms 1 to 2:
1 Er -1.08
2 Cl -0.38



What are the total energy values for these records? In order: -4925.87598; -3573.88198 Eh.
What are the max |F| values for these records? In order: 0.023; 0.098 Eh/bohr.